Entry 1:
A single C7H7N3O2 molecule in a non-equilibrium geometry. Source: OMol25; level of theory: ωB97M-V with the def2-TZVPD basis set.

- E_LUMO: -0.54 eV
- HOMO level: -8.8 eV
- Spin multiplicity: 1
- HOMO-LUMO gap: 8.3 eV
- Charge: 0
- Energy above the lowest of the compared OMol25 structures with the same formula, charge and spin: 425.27 kJ/mol
- SMILES: CC(=O)c1onc2ncn(C)c12

XYZ file:
```
19
C7H7N3O2, DFT ωB97M-V with the def2-TZVPD basis set
H 1.96929 0.92971 0.62162
C -1.21389 -0.66049 -0.28134
N 0.39269 0.06501 1.87030
C -0.04437 -0.12934 3.17276
H 0.52883 0.28226 3.97155
C -0.62286 -0.50033 -1.60967
O 0.39427 0.14328 -1.79625
C -0.56055 -0.44827 1.07259
C 1.71087 0.73769 1.74698
H 1.50898 1.56736 2.45263
H -1.03849 -2.16324 -2.65027
H -1.23809 -0.79576 -3.61000
H -2.38475 -1.21735 -2.52017
H 2.39803 -0.04812 2.20268
C -1.36564 -1.20631 -2.66842
N -1.24936 -0.67425 3.25952
O -2.40139 -1.21257 -0.03908
C -1.62533 -0.86843 1.95058
N -2.75655 -1.30141 1.28962
```

***

Entry 2:
C31H57CrN4O2P2 as an isolated structure in a non-equilibrium geometry. Source: OMol25; level of theory: ωB97M-V with the def2-TZVPD basis set.

- E_LUMO (alpha / beta): -2.62 / -3.45 eV
- HOMO level (alpha / beta): -8.4 / -9.5 eV
- Spin multiplicity: 5
- HOMO-LUMO gap (alpha / beta): 5.8 / 6.1 eV
- Charge: +1
- Energy above the lowest of the compared OMol25 structures with the same formula, charge and spin: 437.57 kJ/mol
- ⟨S²⟩: 6.163

XYZ file:
```
97
C31H57CrN4O2P2, DFT ωB97M-V with the def2-TZVPD basis set
C -3.03440 0.53171 1.80673
H 2.03613 -2.74953 -3.48321
C 2.90191 1.85884 0.42150
H 2.78001 -0.52775 -4.21169
H 4.38379 3.28766 1.02590
H -4.07584 -2.88389 -3.67065
H -4.24610 3.66531 1.82109
C 2.00079 -2.42822 -2.42995
H 5.88400 -0.60429 0.71621
O 0.39370 -2.49845 1.49572
H -4.79708 3.11529 -1.88549
H -1.11046 2.48771 -4.90123
H 4.13924 -3.80992 1.40519
N -0.10119 0.78337 -1.67251
C -3.32397 1.27917 3.11645
H 4.73023 -2.83227 -2.01727
C -1.07344 4.27285 -2.85728
H -5.07277 0.50433 0.92979
H -1.77186 -1.15440 1.23930
H -2.91675 5.01080 0.67007
C -4.00994 2.47293 -1.45782
H 5.86075 -1.97829 -0.42437
H 3.48413 0.64687 -3.07228
N -2.59849 -3.50707 -2.32949
H -2.35865 2.00790 -3.70677
C 0.94094 3.02365 -3.34897
H -4.06875 2.07143 2.99349
C -3.00790 -2.73057 -3.47166
C -1.28247 2.02845 -3.91967
H 1.41241 2.04722 -3.46052
C 3.10836 -1.36165 -2.23675
H -5.23764 2.34233 1.13373
H -4.42553 1.45883 -1.36576
P 3.06537 -0.76129 -0.48748
C 2.36931 3.84863 1.66040
C -1.98923 -0.54132 2.11983
C 0.58097 -1.54796 0.80359
H -2.44520 -3.02408 -4.36830
H -1.77968 -4.86291 -0.49903
N -1.68035 -3.88795 -0.27013
P -2.27301 1.91649 0.62258
H -0.90600 4.75477 -3.83823
C -0.45998 2.00703 -1.57579
H -1.03120 -3.62527 0.45974
H -0.92474 0.98869 -3.87898
N 1.58681 1.54974 0.39367
C -4.68170 3.25376 0.90019
C 3.58907 -3.24291 0.64079
H 4.11213 1.31467 -1.31822
C -3.53922 3.06058 -0.10817
H -2.85073 -4.48425 -2.28150
H -3.18735 2.43609 -2.18510
C 0.65786 2.50638 0.64289
C 4.48367 -1.93525 -2.59737
H -3.75868 5.03946 -0.91123
H -4.62214 -0.89766 1.91741
H 4.21016 -1.83722 2.90562
C -1.93955 -2.97433 -1.26029
H -0.69025 3.69051 -0.35607
H 2.58845 -1.35620 2.38490
H -2.38495 -1.20743 2.90777
H -2.03591 4.59762 -0.77551
C -0.55535 2.61280 -0.26671
H -3.70471 0.56668 3.86472
C -3.01306 4.50544 -0.29991
H 0.99680 -2.00763 -2.23108
H -2.82580 -1.66979 -3.26732
H 3.84400 -3.67211 -0.33768
H 0.20597 4.16282 1.92350
H 0.98576 3.54852 -4.31015
C -0.50582 2.85717 -2.89972
C -4.24631 -0.16924 1.17989
H -3.94785 -0.71846 0.27485
H 6.02612 -2.26602 1.31965
H -1.05435 -0.10250 2.49236
O -1.63597 -1.76818 -1.16977
C 5.53124 -1.63419 0.56482
C 1.00890 3.55796 1.49681
H -2.39352 1.73115 3.49852
H 5.28558 -1.19403 -2.47887
C 4.00660 -1.76944 0.76829
H 2.51855 -3.37672 0.83347
H 1.75455 0.18376 -2.95569
H 3.93932 -0.19225 2.30316
C 3.65377 -1.24250 2.16831
H 4.77628 0.89981 0.25528
C 3.32295 3.03129 1.04012
H -2.15759 4.24628 -2.70201
H 2.68844 4.69116 2.27989
H 1.52155 3.58264 -2.60612
H -0.56141 4.89569 -2.10797
H 2.15101 -3.30473 -1.78484
Cr 0.87809 -0.14198 -0.36654
H -5.38500 4.00262 0.50710
H 4.46392 -2.23625 -3.65563
C 2.77147 -0.18288 -3.16562
C 3.84034 0.92574 -0.31682
```

***

Entry 3:
A 2-piece molecular cluster, C2H9FN3P overall in a non-equilibrium geometry. Source: OMol25; level of theory: ωB97M-V with the def2-TZVPD basis set.

- E_LUMO (alpha / beta): 0.18 / 0.41 eV
- HOMO level (alpha / beta): -8.1 / -7.8 eV
- Spin multiplicity: 1
- HOMO-LUMO gap (alpha / beta): 8.3 / 8.2 eV
- Charge: 0
- Energy above the lowest of the compared OMol25 structures with the same formula, charge and spin: 491.91 kJ/mol

XYZ file:
```
16
C2H9FN3P, DFT ωB97M-V with the def2-TZVPD basis set
N -1.60042 -1.79485 -1.72649
P -0.96788 0.04428 -0.14826
H 0.64002 -1.78854 0.79203
N 0.63752 0.02726 -0.08718
H 2.15505 -1.37775 -0.31964
C 1.43638 1.09040 0.66035
H 1.98342 0.50928 1.43233
C 1.11335 -1.38364 -0.17732
H 2.09696 1.61968 0.04490
N -1.30032 1.66899 0.16129
H 0.62962 -1.91757 -1.00203
F -1.76692 -0.58707 1.11127
H -0.88187 2.09879 -0.60003
H 0.72152 1.74132 1.12840
H -2.60003 -1.80632 -1.50682
H -2.29639 1.85573 0.23721
```

***

Question: Number 3 is which compound?
Answer: C2H9FN3P

***

Question: Number 2 is which compound?
Answer: C31H57CrN4O2P2

***

Question: Look up the energy above the lowest of the compared OMol25 structures with the same formula, charge and spin of the first one.
Answer: 425.27 kJ/mol